Molecular formula: C3H2FO2Tl
Method: DFT, the ωB97M-V functional and the def2-TZVPD basis

Gap between HOMO and LUMO (eV): 7.50
Energy above the lowest of the compared OMol25 structures with the same formula, charge and spin (kJ/mol): 251.88
Maximum force (eV/Å): 7.9
HOMO energy (eV): -7.982
Total energy (eV): -14645.797
LUMO (eV): -0.5

```
! RIJCOSX wB97M-V def2-TZVPD def2/J DEFGRID3
* xyz 0 1
Tl 1.779 -0.265 1.381
F 0.581 1.324 -0.066
O -2.210 -0.195 0.448
O 0.229 -1.079 -0.215
C -0.808 0.386 -1.572
C -1.387 -0.672 1.154
C 0.346 0.090 -0.818
H -1.073 1.427 -1.754
H -1.060 -0.342 -2.344
*
```